Record 1
Molecular formula: C4H4N2O2
Method: DFT, ωB97M-V/def2-TZVPD

The electronic energy is -414.736215 Ha. As for the SMILES: O=c1ncccn1O. Its spin multiplicity is 1. As for the HOMO energy: -0.337 Ha. The energy relative to the best compared isomer or geometry (same formula, charge and spin) is 69.0 kcal/mol. The calculation puts the orbital gap at 9.05 eV.

CARTESIAN COORDINATES (ANGSTROEM)
1 O 1.02 -2.27 0.15
2 C 0.59 -1.24 -0.30
3 N 0.45 -0.73 -1.48
4 C -0.11 0.57 -1.64
5 C -0.52 1.33 -0.57
6 C -0.49 0.85 0.76
7 N -0.05 -0.36 0.90
8 O 0.11 -1.06 2.07
9 H -0.20 1.00 -2.59
10 H -0.76 2.44 -0.69
11 H -0.88 1.29 1.66
12 H 0.83 -1.80 1.73

natural (NBO) population analysis, charges in e, atoms 1 to 6: -0.6228 0.7448 -0.5473 0.1068 -0.3758 0.0906

---

Record 2
Molecular formula: C6H6BrNO4
Method: DFT, ωB97M-V/def2-TZVPD

The electronic energy is -3161.757976 Ha. As for the SMILES: [O-]/[N+](O)=C(\Br)c1ccco1.C=O. Its spin multiplicity is 1. As for the HOMO energy: -0.293 Ha. The energy relative to the best compared isomer or geometry (same formula, charge and spin) is 116.4 kcal/mol. The calculation puts the orbital gap at 8.29 eV.

CARTESIAN COORDINATES (ANGSTROEM)
1 O 2.27 0.84 1.71
2 N 1.14 0.33 1.43
3 O 0.04 0.68 2.11
4 C 0.90 -0.55 0.51
5 Br 2.44 -0.75 -0.59
6 C -0.37 -1.13 0.16
7 C -0.78 -1.91 -0.91
8 C -2.17 -2.16 -0.72
9 C -2.51 -1.43 0.42
10 O -1.46 -0.84 0.92
11 H 0.20 0.63 3.06
12 H -0.26 -2.48 -1.65
13 H -2.77 -2.67 -1.52
14 H -3.36 -1.20 0.98
15 C 1.67 3.16 -1.43
16 O 1.00 2.29 -1.02
17 H 2.19 3.10 -2.49
18 H 1.82 4.10 -0.94

natural (NBO) population analysis, charges in e, atoms 1 to 6: -0.5121 0.3241 -0.5159 0.0676 0.1177 0.1716

---

Record 3
Molecular formula: C19H23Cl5NPPd
Method: DFT, ωB97M-V/def2-TZVPD

The electronic energy is -3561.906021 Ha. As for the total charge: +2. Its spin multiplicity is 5. As for the HOMO energy (alpha / beta): -0.462 / -0.535 Ha. The expectation value of S² is 6.027. The calculation puts the orbital gap (alpha / beta) at 5.98 / 4.07 eV.

CARTESIAN COORDINATES (ANGSTROEM)
1 C -3.02 -2.00 -1.77
2 C -1.68 -2.23 -2.06
3 C -0.67 -1.43 -1.47
4 C -1.03 -0.50 -0.51
5 C -2.37 -0.26 -0.22
6 C -3.37 -1.02 -0.85
7 C 0.73 -1.65 -1.97
8 C 1.76 -0.51 -1.84
9 N 1.19 0.82 -1.50
10 Pd 0.48 0.64 0.47
11 C -2.76 0.80 0.77
12 P -1.36 1.96 0.99
13 H -1.38 -3.00 -2.77
14 H -4.41 -0.82 -0.59
15 H -3.80 -2.58 -2.28
16 H -2.97 0.35 1.76
17 H -3.65 1.37 0.44
18 H 1.17 -2.52 -1.45
19 H 0.69 -1.93 -3.03
20 H 2.50 -0.75 -1.05
21 C -1.62 2.65 2.64
22 C -1.71 3.29 -0.19
23 H 2.31 -0.42 -2.79
24 C 0.21 1.28 -2.52
25 C 2.28 1.83 -1.43
26 H 0.58 1.10 2.14
27 H 0.77 1.51 -3.45
28 H -0.55 0.53 -2.76
29 H -0.28 2.20 -2.17
30 H 2.41 2.29 -2.42
31 H 2.00 2.60 -0.71
32 H 3.21 1.36 -1.10
33 H -2.45 3.97 0.24
34 H -0.78 3.84 -0.40
35 H -2.10 2.87 -1.13
36 H -2.61 3.13 2.68
37 H -1.55 1.86 3.39
38 H -0.84 3.41 2.83
39 H 1.25 1.68 1.64
40 Cl 3.79 0.27 1.17
41 C 2.78 -1.06 1.62
42 C 1.41 -0.96 1.59
43 C 0.63 -1.91 2.21
44 Cl -1.02 -1.61 2.61
45 C 1.20 -3.15 2.60
46 Cl 0.21 -4.42 3.17
47 C 2.59 -3.34 2.49
48 Cl 3.30 -4.84 2.85
49 C 3.40 -2.26 2.07
50 Cl 5.10 -2.40 2.07

Löwdin population analysis, charges in e, atoms 1 to 6: -0.0357 -0.0161 -0.2635 -0.1654 -0.3286 -0.0185

---

Record 4
Molecular formula: C21H20FN3O2S
Method: DFT, ωB97M-V/def2-TZVPD

The electronic energy is -1625.112314 Ha. As for the SMILES: Cc1ccc2nc(NC(=O)C3CCN(C(=O)c4ccc(F)cc4)CC3)sc2c1. Its spin multiplicity is 1. As for the HOMO energy: -0.306 Ha. The energy relative to the best compared isomer or geometry (same formula, charge and spin) is 3.4 kcal/mol. The calculation puts the orbital gap at 8.79 eV.

CARTESIAN COORDINATES (ANGSTROEM)
1 C -7.85 -2.83 0.52
2 C -6.85 -1.73 0.41
3 C -7.24 -0.41 0.69
4 C -6.35 0.64 0.61
5 C -5.04 0.38 0.22
6 N -4.04 1.31 0.09
7 C -2.95 0.76 -0.27
8 N -1.79 1.47 -0.47
9 C -0.61 0.89 -0.86
10 O -0.53 -0.29 -1.06
11 C 0.55 1.87 -0.95
12 C 1.72 1.23 -1.71
13 C 2.61 0.44 -0.76
14 N 3.22 1.34 0.21
15 C 4.44 1.17 0.77
16 O 4.93 2.00 1.50
17 C 5.15 -0.11 0.45
18 C 6.40 -0.05 -0.15
19 C 7.11 -1.21 -0.40
20 C 6.56 -2.42 -0.02
21 F 7.25 -3.56 -0.26
22 C 5.33 -2.50 0.60
23 C 4.62 -1.34 0.83
24 C 2.47 2.54 0.54
25 C 0.97 2.24 0.49
26 S -2.96 -0.98 -0.51
27 C -4.65 -0.94 -0.06
28 C -5.54 -1.99 0.03
29 H -7.41 -3.79 0.26
30 H -8.70 -2.65 -0.14
31 H -8.24 -2.89 1.54
32 H -8.26 -0.23 0.99
33 H -6.65 1.65 0.82
34 H -1.86 2.47 -0.31
35 H 0.21 2.76 -1.48
36 H 1.33 0.55 -2.47
37 H 2.31 2.00 -2.21
38 H 3.40 -0.06 -1.32
39 H 2.01 -0.32 -0.26
40 H 6.81 0.91 -0.42
41 H 8.08 -1.19 -0.87
42 H 4.94 -3.47 0.90
43 H 3.66 -1.39 1.33
44 H 2.72 3.35 -0.16
45 H 2.78 2.85 1.54
46 H 0.76 1.41 1.16
47 H 0.42 3.11 0.84
48 H -5.23 -3.00 -0.20

natural (NBO) population analysis, charges in e, atoms 1 to 6: -0.6427 0.0692 -0.2441 -0.1859 0.0854 -0.4689

---

Record 5
Molecular formula: C6H6FN2O2
Method: DFT, ωB97M-V/def2-TZVPD

The electronic energy is -592.103664 Ha. As for the total charge: -1. As for the SMILES: O=C([O-])[C@@H](F)Cn1cccn1. Its spin multiplicity is 1. As for the HOMO energy: -0.171 Ha. The energy relative to the best compared isomer or geometry (same formula, charge and spin) is 15.6 kcal/mol. The calculation puts the orbital gap at 8.18 eV.

CARTESIAN COORDINATES (ANGSTROEM)
1 O -3.33 -0.14 2.30
2 C -3.11 0.42 1.26
3 O -3.32 1.62 0.87
4 C -2.18 -0.46 0.27
5 F -2.51 -0.59 -1.06
6 C -0.67 0.30 0.61
7 N 0.49 -0.21 -0.06
8 C 0.55 -1.02 -1.11
9 C 1.87 -1.04 -1.52
10 C 2.53 -0.29 -0.58
11 N 1.70 0.22 0.28
12 H -2.00 -1.49 0.76
13 H -0.48 0.21 1.66
14 H -0.72 1.47 0.48
15 H -0.42 -1.45 -1.41
16 H 2.30 -1.73 -2.13
17 H 3.51 0.20 -0.68

natural (NBO) population analysis, charges in e, atoms 1 to 6: -0.7299 0.7332 -0.7854 0.1077 -0.3673 -0.2647

---

Record 6
Molecular formula: C4H5N3
Method: DFT, ωB97M-V/def2-TZVPD

The electronic energy is -319.334099 Ha. Its spin multiplicity is 1. As for the HOMO energy (alpha / beta): -0.329 / -0.327 Ha. The energy relative to the best compared isomer or geometry (same formula, charge and spin) is 237.3 kcal/mol. The calculation puts the orbital gap (alpha / beta) at 8.01 / 8.06 eV.

CARTESIAN COORDINATES (ANGSTROEM)
1 C 2.20 0.37 0.53
2 C 1.19 1.08 0.00
3 C -3.08 -0.95 0.38
4 C -0.69 0.30 -1.40
5 N 1.96 -0.96 0.25
6 N 0.92 -1.06 -0.41
7 N 0.37 0.17 -0.62
8 H 3.09 0.52 1.06
9 H 1.19 2.15 0.17
10 H -3.92 -1.66 0.60
11 H -2.28 -1.40 1.11
12 H -0.95 1.44 -1.67

natural (NBO) population analysis, charges in e, atoms 1 to 6: -0.1218 -0.0631 -0.1416 0.0684 -0.1728 0.0162

---

Record 7
Molecular formula: C5H15NO2
Method: DFT, ωB97M-V/def2-TZVPD

The electronic energy is -404.730520 Ha. As for the SMILES: CC(C)[C@H](N)CO.O. Its spin multiplicity is 1. As for the HOMO energy: -0.351 Ha. The energy relative to the best compared isomer or geometry (same formula, charge and spin) is 15.4 kcal/mol. The calculation puts the orbital gap at 10.30 eV.

CARTESIAN COORDINATES (ANGSTROEM)
1 C 1.95 -0.59 -1.63
2 C 1.19 0.57 -0.93
3 C 0.45 1.42 -1.94
4 C 0.33 0.09 0.24
5 N 1.24 -0.39 1.30
6 C -0.55 -1.07 -0.18
7 O -1.65 -1.32 0.69
8 H 1.34 -1.03 -2.40
9 H 2.20 -1.37 -0.90
10 H 2.89 -0.22 -2.04
11 H 1.98 1.18 -0.51
12 H -0.01 2.30 -1.51
13 H -0.36 0.86 -2.43
14 H 1.12 1.68 -2.75
15 H -0.27 0.90 0.67
16 H 1.94 0.33 1.47
17 H 0.74 -0.51 2.17
18 H -1.00 -0.80 -1.13
19 H 0.05 -1.98 -0.31
20 H -1.50 -2.06 1.29
21 O -2.47 1.29 2.11
22 H -1.96 0.49 1.90
23 H -3.02 1.37 1.33

natural (NBO) population analysis, charges in e, atoms 1 to 6: -0.6192 -0.2139 -0.6057 -0.0852 -0.8472 -0.0726

---

Record 8
Molecular formula: C4H4N2O
Method: DFT, ωB97M-V/def2-TZVPD

The electronic energy is -339.426803 Ha. Its spin multiplicity is 1. As for the HOMO energy: -0.336 Ha. The energy relative to the best compared isomer or geometry (same formula, charge and spin) is 97.2 kcal/mol. The calculation puts the orbital gap at 9.73 eV.

CARTESIAN COORDINATES (ANGSTROEM)
1 N -1.79 0.32 2.02
2 C -1.26 0.84 1.04
3 C -0.63 1.12 -0.08
4 O 0.76 1.04 -0.09
5 C 1.23 -0.05 -0.85
6 C 0.78 -1.34 -0.28
7 N 0.36 -2.30 0.21
8 H -1.17 1.14 -1.01
9 H -1.35 -0.51 1.39
10 H 0.88 0.01 -1.89
11 H 2.32 0.01 -0.84

natural (NBO) population analysis, charges in e, atoms 1 to 6: -0.4895 0.2816 -0.1738 -0.4842 -0.1610 0.2478

---

Record 9
Molecular formula: C4H15N2O4
Method: DFT, ωB97M-V/def2-TZVPD

The electronic energy is -571.875452 Ha. As for the total charge: -1. Its spin multiplicity is 1. As for the HOMO energy: -0.160 Ha. The energy relative to the best compared isomer or geometry (same formula, charge and spin) is 0.8 kcal/mol. The calculation puts the orbital gap at 7.69 eV.

CARTESIAN COORDINATES (ANGSTROEM)
1 C -1.37 -1.02 -1.06
2 N -0.87 -0.78 -2.44
3 C -1.08 0.59 -2.89
4 O -2.33 0.59 -3.61
5 C -0.27 -0.88 0.03
6 N 0.69 0.19 -0.33
7 C 0.96 1.08 0.86
8 O 1.75 0.63 1.84
9 H -2.15 -0.26 -0.94
10 H -1.75 -2.05 -1.11
11 H 0.08 -1.11 -2.57
12 H -1.08 1.26 -2.03
13 H -0.36 0.90 -3.65
14 H -2.78 -0.18 -3.29
15 H 0.19 -1.86 0.10
16 H -0.70 -0.64 1.00
17 H 1.60 -0.23 -0.54
18 H 0.00 1.50 1.19
19 H 1.46 1.93 0.30
20 H -0.03 1.12 3.94
21 H 1.35 1.30 3.21
22 O 0.80 1.63 4.00
23 H 1.77 -1.06 1.97
24 H 2.20 -0.94 3.26
25 O 1.91 -1.72 2.76

natural (NBO) population analysis, charges in e, atoms 1 to 6: -0.2275 -0.6666 0.0866 -0.7520 -0.2592 -0.6894

---

Record 10
Molecular formula: CH3CeO3S
Method: DFT, ωB97M-V/def2-TZVPD

The electronic energy is -1138.582579 Ha. As for the total charge: +1. Its spin multiplicity is 3. As for the HOMO energy (alpha / beta): -0.505 / -0.492 Ha. The expectation value of S² is 2.005. The calculation puts the orbital gap (alpha / beta) at 8.50 / 7.49 eV.

CARTESIAN COORDINATES (ANGSTROEM)
1 S 3.75 1.07 -0.20
2 O 3.43 -0.39 0.39
3 O -0.22 1.36 0.12
4 C -1.70 -0.47 -0.35
5 O -0.98 0.17 0.67
6 Ce 1.40 0.22 1.17
7 H -1.05 -0.71 -1.20
8 H -2.10 -1.40 0.08
9 H -2.53 0.16 -0.69

Löwdin population analysis, charges in e, atoms 1 to 6: 0.7337 -0.9076 -0.3293 -0.0723 -0.3781 1.6218

---

Record 11
Molecular formula: C7H32NO9
Method: DFT, ωB97M-V/def2-TZVPD

The electronic energy is -1017.543076 Ha. As for the total charge: +1. Its spin multiplicity is 1. As for the HOMO energy: -0.427 Ha. The energy relative to the best compared isomer or geometry (same formula, charge and spin) is 48.5 kcal/mol. The calculation puts the orbital gap at 9.08 eV.

CARTESIAN COORDINATES (ANGSTROEM)
1 C -0.71 0.10 -0.11
2 C 0.18 1.20 0.36
3 C 0.44 2.32 -0.65
4 C -0.50 3.22 -0.95
5 C -1.68 3.47 -0.01
6 C 2.04 1.42 -2.36
7 C 1.72 2.28 -1.40
8 N 0.02 -1.04 -0.75
9 H -1.46 0.41 -0.82
10 H -1.32 -0.38 0.65
11 H 1.16 0.97 0.78
12 H -0.12 1.68 1.29
13 H -0.46 3.84 -1.83
14 H -1.94 4.50 -0.24
15 H -2.60 2.93 -0.24
16 H -1.38 3.46 1.03
17 H 1.41 0.61 -2.71
18 H 2.74 1.57 -3.18
19 H 2.50 3.00 -1.16
20 H 0.72 -1.38 -0.08
21 H -0.54 -1.90 -0.77
22 H 0.48 -0.74 -1.60
23 H -1.22 0.80 4.08
24 H -0.83 2.17 3.91
25 O -1.33 1.50 3.41
26 H -2.08 -1.87 2.50
27 H -1.29 -0.66 2.57
28 O -1.30 -1.54 2.97
29 H 3.90 -0.78 -1.95
30 H 3.21 -2.13 -2.11
31 O 3.22 -1.33 -1.57
32 H -1.27 -3.47 0.42
33 H -1.17 -3.95 -1.03
34 O -1.70 -3.41 -0.44
35 H -3.44 -0.37 -1.17
36 H -3.47 -1.11 -2.57
37 O -3.02 -0.46 -2.03
38 H 1.20 -3.01 3.01
39 H 0.90 -1.60 2.63
40 O 1.39 -2.36 2.32
41 H 1.62 -3.21 0.72
42 H 2.08 -3.96 -0.43
43 O 1.25 -3.59 -0.11
44 H 1.82 -0.26 3.94
45 H 2.52 0.21 2.64
46 O 1.74 0.34 3.19
47 H -0.67 1.38 -3.71
48 H -1.87 0.55 -3.20
49 O -0.91 0.57 -3.27

natural (NBO) population analysis, charges in e, atoms 1 to 6: -0.2214 -0.5105 -0.0356 -0.1506 -0.6633 -0.3947

---

Record 12
Molecular formula: C27H42Br2Cl5FMgN2NaO5S
Method: DFT, ωB97M-V/def2-TZVPD

The electronic energy is -9848.585757 Ha. As for the total charge: +1. Its spin multiplicity is 1. As for the HOMO energy: -0.341 Ha. The energy relative to the best compared isomer or geometry (same formula, charge and spin) is 53.2 kcal/mol. The calculation puts the orbital gap at 1.57 eV.

CARTESIAN COORDINATES (ANGSTROEM)
1 C 7.18 2.15 0.82
2 C 5.67 2.33 0.26
3 C 5.32 0.96 -0.49
4 C 3.77 0.71 -0.69
5 N 3.03 0.47 0.58
6 C 1.60 0.65 0.25
7 C 0.90 -0.24 -0.86
8 C -0.49 0.60 -0.88
9 C -0.60 0.71 0.72
10 O -1.77 0.80 1.43
11 C -2.82 -0.04 0.86
12 C -3.82 0.72 -0.09
13 C -4.63 1.92 0.61
14 C -5.96 2.37 -0.22
15 N 0.58 0.71 1.34
16 H 7.71 1.50 0.05
17 H 7.17 1.54 1.78
18 H 7.72 3.13 0.91
19 H 5.74 3.16 -0.52
20 H 4.94 2.60 1.07
21 H 5.76 1.04 -1.53
22 H 5.77 0.09 0.07
23 H 3.64 -0.20 -1.36
24 H 3.37 1.59 -1.29
25 H 3.27 1.28 1.17
26 H 1.51 1.70 -0.20
27 H 1.46 -0.35 -1.84
28 H 0.82 -1.28 -0.42
29 H -0.20 1.54 -1.44
30 H -1.21 -0.12 -1.36
31 H -2.38 -0.96 0.37
32 H -3.42 -0.44 1.74
33 H -4.63 -0.06 -0.39
34 H -3.36 1.06 -1.07
35 H -4.97 1.58 1.63
36 H -3.98 2.85 0.68
37 H -5.90 2.09 -1.32
38 H -6.10 3.49 -0.17
39 H -6.93 1.92 0.19
40 H 0.70 0.74 2.36
41 Cl 0.69 -5.63 4.84
42 C 0.88 -3.94 4.54
43 C 0.56 -3.36 3.32
44 Cl -0.05 -4.27 1.98
45 C 0.74 -1.99 3.13
46 C 1.23 -1.20 4.16
47 C 1.54 -1.78 5.39
48 C 1.36 -3.14 5.58
49 H 0.50 -1.55 2.17
50 H 1.37 -0.14 4.01
51 H 1.92 -1.16 6.19
52 H 1.61 -3.58 6.54
53 Br -6.02 -1.26 -0.69
54 Na -7.78 0.36 0.62
55 Br -9.11 3.62 0.57
56 Mg -7.91 -1.73 -2.46
57 C 3.59 -3.60 1.00
58 S 4.29 -3.21 -0.61
59 O 3.16 -3.09 -1.58
60 C 5.07 -4.82 -0.88
61 H 3.02 -2.73 1.34
62 H 2.92 -4.46 0.92
63 H 4.39 -3.81 1.71
64 H 4.31 -5.60 -0.84
65 H 5.82 -4.99 -0.11
66 H 5.54 -4.81 -1.86
67 C -1.61 -0.18 -6.24
68 C -2.60 -0.17 -5.36
69 C -2.71 -1.20 -4.30
70 O -3.62 -1.18 -3.49
71 C -1.66 -2.25 -4.27
72 C -0.67 -2.27 -5.15
73 C -0.56 -1.23 -6.21
74 O 0.34 -1.25 -7.01
75 H -1.52 0.57 -7.02
76 H -3.37 0.59 -5.37
77 H -1.76 -2.99 -3.49
78 H 0.10 -3.03 -5.14
79 F -1.91 2.37 -7.59
80 C -7.70 7.68 0.13
81 Cl -9.22 7.73 -0.77
82 Cl -8.00 7.33 1.83
83 Cl -6.60 6.48 -0.58
84 H -7.23 8.66 0.06
85 O 3.70 0.46 6.14
86 H 4.55 0.02 6.05
87 H 3.91 1.40 6.08

Löwdin population analysis, charges in e, atoms 1 to 6: -0.1222 -0.2450 -0.1991 -0.2346 0.0020 -0.3333